Entry 1:
ORCA calculation (wB97M-V/def2-TZVPD) on one molecule with the formula C8H14N2O5S.

Gap between HOMO and LUMO (Eh): 0.3679
Largest force on an atom (eV/Å): 6.3
Molecular weight (g mol⁻¹): 250.28
Charge: 0
Multiplicity: 1
ΔE to the lowest compared entry with this formula, charge and spin (eV): 2.163
HOMO energy (eV): -9.62
Total energy (Eh): -1197.13404
SMILES string: N[C@@H](CCC(=O)O)C(=O)N[C@@H](CS)C(=O)O

Geometry as XYZ:
```
30
Properties=species:S:1:pos:R:3:forces:R:3:mulliken_charge:R:1
N -0.283118 1.690599 1.247406 -0.77 -1.21 0.94 -0.704
C -0.927554 0.579395 0.469186 -1.41 1.66 -0.56 0.406
C -2.091247 1.103746 -0.498780 1.62 -2.31 -1.48 -0.975
C -3.064000 -0.009054 -0.986326 1.69 -1.22 2.71 -0.636
C -3.810235 -0.621121 0.259946 2.29 2.83 0.82 0.630
O -3.573660 -0.223299 1.412144 -0.93 -1.08 -1.93 -0.635
O -4.689713 -1.520605 -0.045020 -2.41 -1.62 1.82 -0.446
C 0.092250 -0.251082 -0.314621 -1.81 1.33 0.60 0.182
O -0.227115 -0.812091 -1.336650 0.21 -0.84 -0.67 -0.721
N 1.296183 -0.240693 0.241635 1.76 0.15 0.69 -0.158
C 2.412384 -0.823869 -0.492615 0.49 1.03 0.97 0.402
C 3.391247 0.316567 -0.928448 2.66 -3.19 0.52 -0.916
S 4.000557 1.566799 0.231409 -1.93 0.19 0.13 -0.176
C 3.217561 -1.867811 0.317222 3.66 -1.65 1.75 0.246
O 4.288922 -2.404102 -0.106150 -5.36 2.39 2.31 -0.553
O 2.737154 -2.005697 1.762689 0.82 -0.19 -4.64 -0.496
H -0.832736 1.901756 2.105626 0.58 -0.45 -0.91 0.292
H -0.280583 2.541789 0.734130 0.02 0.69 -0.70 0.217
H -1.485042 -0.026742 1.177279 0.49 -0.32 0.15 0.398
H -2.633243 1.845494 -0.009696 -0.75 1.47 0.81 0.389
H -1.664894 1.436626 -1.470662 0.04 0.40 0.82 0.347
H -2.397961 -0.776752 -1.448719 -0.97 0.34 0.17 0.260
H -3.746111 0.390552 -1.679795 -1.01 0.27 -0.90 0.446
H -5.200693 -1.762056 0.820951 1.33 0.49 -2.01 0.384
H 1.468686 0.574237 0.902008 -0.29 -1.49 -0.88 0.229
H 2.091524 -1.325358 -1.409965 -0.32 0.18 0.21 0.360
H 4.315415 -0.415073 -1.062465 -1.31 2.20 -0.61 0.369
H 3.056150 0.782548 -1.823465 -0.13 0.16 -0.77 0.406
H 2.758020 2.214908 0.335114 1.33 -0.41 0.02 0.108
H 1.781850 -1.859612 1.596635 0.39 0.19 0.64 0.343
```
Positions in Å, forces in eV/Å.

Entry 2:
ORCA calculation (wB97M-V/def2-TZVPD) on a 5-piece molecular cluster, C7H21NO8 overall.

Gap between HOMO and LUMO (Eh): 0.3888
Largest force on an atom (eV/Å): 0.9
Molecular weight (g mol⁻¹): 247.24
Charge: 0
Multiplicity: 1
ΔE to the lowest compared entry with this formula, charge and spin (eV): 0.000
HOMO energy (eV): -10.01
Total energy (Eh): -935.84622
SMILES string: C[N+](=O)[O-].COC(=O)OC.CO.CO.CO

Geometry as XYZ:
```
37
Properties=species:S:1:pos:R:3:forces:R:3:mulliken_charge:R:1
C -5.354118 -10.300930 4.743511 0.10 -0.42 -0.25 -0.663
N -4.937598 -9.819589 3.394304 -0.12 -0.03 0.08 0.929
O -4.764737 -8.628898 3.253656 0.01 0.08 -0.03 -0.575
O -4.795749 -10.649737 2.515526 0.05 0.04 0.00 -0.513
H -6.324842 -9.877795 4.968561 -0.01 0.15 -0.03 0.198
H -4.598837 -9.984771 5.454393 0.01 0.09 0.00 0.349
H -5.430071 -11.376692 4.665853 -0.02 -0.03 0.24 0.281
C -10.353300 -9.571771 7.977283 -0.17 0.59 0.71 -0.711
O -10.078029 -10.783400 7.303186 0.12 -0.40 0.08 -0.231
C -11.011871 -11.146453 6.429274 -0.06 -0.03 -0.24 0.760
O -11.948490 -10.479263 6.079127 -0.07 -0.04 0.04 -0.561
O -10.717874 -12.371392 5.995942 0.23 0.02 0.18 -0.195
C -11.606735 -12.902298 5.023472 -0.19 0.22 -0.61 -0.747
H -9.644553 -9.479119 8.797712 0.23 -0.13 -0.23 0.231
H -11.344076 -9.589839 8.437649 -0.03 0.01 -0.31 0.299
H -10.260859 -8.720001 7.307711 -0.09 0.02 -0.03 0.299
H -11.123390 -13.788948 4.627211 -0.07 -0.14 0.17 0.249
H -11.753959 -12.198796 4.200358 0.05 0.03 0.13 0.329
H -12.583648 -13.114733 5.453403 0.06 -0.14 0.10 0.296
C -7.047827 -14.265205 0.438837 -0.46 0.17 -0.18 -0.637
O -6.640070 -13.022740 1.000701 0.17 -0.16 0.07 -0.489
H -6.779234 -14.314694 -0.619636 0.22 -0.16 0.09 0.248
H -6.657383 -15.113965 0.998995 0.11 -0.05 -0.09 0.290
H -8.137139 -14.314609 0.476656 0.05 0.09 0.14 0.237
H -5.709117 -13.102175 1.232215 0.04 0.22 -0.05 0.263
C -7.533779 -13.101928 6.332049 0.04 0.19 -0.50 -0.359
O -6.114699 -13.083934 6.510868 -0.16 0.13 -0.02 -0.523
H -8.012105 -13.747445 7.068068 -0.15 0.04 -0.03 0.380
H -7.913827 -12.086214 6.420024 0.18 0.02 0.40 0.043
H -7.811423 -13.372895 5.306329 0.11 -0.34 0.16 0.186
H -5.806727 -13.992935 6.537246 0.01 0.00 -0.03 0.282
C -8.909907 -11.132789 2.892791 0.08 -0.05 -0.16 -0.489
O -7.634940 -11.609636 3.280784 -0.10 0.16 -0.04 -0.387
H -8.843771 -10.268945 2.222061 0.04 0.01 0.07 0.335
H -9.486334 -11.907696 2.373538 -0.07 0.02 0.12 0.239
H -9.435812 -10.828180 3.796702 -0.07 -0.04 -0.01 0.009
H -7.181165 -11.910594 2.478952 -0.08 -0.13 0.06 0.349
```
Positions in Å, forces in eV/Å.

Entry 3:
ORCA calculation (wB97M-V/def2-TZVPD) on an isolated ion of composition CHNO2P and charge -1.

Gap between HOMO and LUMO (Eh): 0.2923
Largest force on an atom (eV/Å): 5.3
Molecular weight (g mol⁻¹): 90.00
Charge: -1
Multiplicity: 1
ΔE to the lowest compared entry with this formula, charge and spin (eV): 0.103
HOMO energy (eV): -3.55
Total energy (Eh): -585.38429
SMILES string: N#CP([O-])O

Geometry as XYZ:
```
6
Properties=species:S:1:pos:R:3:forces:R:3:mulliken_charge:R:1
N 0.054277 2.382155 -0.655462 0.41 -0.95 -0.09 -0.512
C 0.297839 1.272915 -0.393625 -0.64 1.97 -0.70 0.299
P 0.412878 -0.174452 0.730362 0.38 -1.83 0.50 0.090
O 1.452851 -1.133993 0.149308 -0.69 0.51 0.19 -0.662
O -1.130702 -0.795525 0.316832 -0.06 4.48 2.86 -0.473
H -1.087143 -1.551100 -0.147415 0.60 -4.18 -2.77 0.258
```
Positions in Å, forces in eV/Å.

Entry 4:
ORCA calculation (wB97M-V/def2-TZVPD) on C13H18B11Br6N2O2Sr as an isolated structure.

Gap between HOMO and LUMO (Eh): 0.2317
Largest force on an atom (eV/Å): 0.2
Molecular weight (g mol⁻¹): 920.28
Charge: +1
Multiplicity: 1
ΔE to the lowest compared entry with this formula, charge and spin (eV): 0.240
HOMO energy (eV): -11.59
Total energy (Eh): -16514.65203

Geometry as XYZ:
```
53
Properties=species:S:1:pos:R:3:forces:R:3:mulliken_charge:R:1
Sr -0.822939 0.110692 -0.669944 0.10 -0.11 -0.03 0.757
C -4.880853 2.135596 -1.968312 0.00 -0.01 0.00 -1.349
C -3.400712 2.208376 -1.801602 -0.02 0.04 -0.01 0.652
O -2.721849 1.186689 -1.743604 0.02 0.06 0.04 -0.717
C -2.820706 3.564181 -1.699662 -0.04 0.00 -0.03 -0.367
C -1.529074 3.903138 -1.597108 -0.02 -0.01 0.02 0.191
C -1.050478 5.315546 -1.533551 0.01 -0.02 -0.01 -1.248
N -0.522767 2.880020 -1.531400 0.05 -0.12 0.06 0.570
N 0.502245 3.158653 -2.158819 -0.02 0.05 0.00 -0.431
C 1.508646 2.096856 -2.066053 0.06 -0.02 0.00 0.401
O 1.149945 0.935567 -1.978890 -0.11 0.06 0.05 -0.716
C 2.882843 2.552464 -2.098677 0.00 0.00 -0.02 0.539
C 3.893017 1.610802 -1.859705 0.01 0.02 -0.01 -0.459
C 5.211002 2.015800 -1.848909 -0.01 -0.01 0.00 -0.700
C 5.524795 3.352938 -2.078137 0.02 0.01 0.00 -0.324
C 4.528080 4.289423 -2.320108 0.00 -0.01 0.00 -0.722
C 3.203027 3.895387 -2.331932 0.00 0.00 0.00 -0.184
H -5.206204 1.103353 -2.051639 0.00 0.00 0.00 0.358
H -5.177787 2.700352 -2.855126 0.00 0.00 0.00 0.379
H -5.366584 2.614918 -1.114618 0.00 0.00 0.00 0.378
H -3.534888 4.376642 -1.739167 0.00 -0.01 0.00 0.358
H -1.890887 6.001644 -1.485045 0.00 0.01 0.00 0.383
H -0.450029 5.539244 -2.415888 0.00 0.01 0.00 0.304
H -0.413907 5.461946 -0.659641 0.00 0.00 0.00 0.341
H 3.625368 0.577840 -1.682500 0.00 0.00 0.00 0.437
H 5.997680 1.298029 -1.663288 0.00 0.00 0.00 0.423
H 6.560536 3.666212 -2.071064 0.00 0.00 0.00 0.406
H 4.787298 5.322440 -2.504958 0.00 0.00 0.00 0.417
H 2.422037 4.612826 -2.537526 0.00 0.00 0.00 0.474
Br 1.583193 -1.029237 0.955690 -0.09 0.04 -0.04 -0.440
B 0.463049 -2.508721 1.658060 0.02 -0.01 0.02 1.627
B 1.160084 -3.691238 2.760840 0.03 0.01 0.00 0.604
C 0.272602 -5.098366 2.444558 0.01 -0.01 0.00 -0.534
B 0.712150 -4.164414 1.105578 0.01 0.01 -0.03 1.106
B -0.854264 -5.007670 1.184367 0.00 -0.01 -0.04 0.127
B -1.368967 -5.050824 2.879995 -0.03 -0.03 0.00 0.528
B -0.125039 -4.238522 3.853750 0.01 0.00 0.03 0.599
B -0.044391 -2.538259 3.364460 0.00 -0.01 0.00 -0.093
Br 0.421097 -1.093507 4.570057 0.01 0.02 0.02 -0.335
B -1.624182 -3.392557 3.442064 0.00 0.01 -0.01 -0.282
Br -2.959934 -2.917016 4.756177 -0.03 0.00 0.03 -0.344
B -2.081362 -3.867637 1.768833 0.00 0.00 0.01 -0.926
Br -3.922502 -3.929546 1.165086 -0.02 0.00 0.00 -0.341
B -0.778121 -3.321135 0.685331 0.01 -0.04 -0.02 1.278
Br -1.156205 -2.861269 -1.214850 0.00 0.01 0.06 -0.479
B -1.253739 -2.319660 2.074302 -0.01 -0.02 0.03 -0.724
Br -2.246354 -0.612017 1.937699 0.04 0.07 -0.11 -0.389
H 2.290933 -3.726044 3.088727 -0.01 0.00 0.00 -0.252
H 0.787252 -6.038526 2.571932 0.00 0.00 0.00 0.721
H 1.536705 -4.506865 0.336222 0.00 0.00 0.00 -0.271
H -1.060033 -5.915509 0.462728 0.00 0.00 0.00 -0.239
H -1.915457 -6.006664 3.296214 0.00 0.01 0.00 -0.246
H 0.156606 -4.652373 4.919042 -0.01 0.00 0.00 -0.244
```
Positions in Å, forces in eV/Å.

Entry 5:
ORCA calculation (wB97M-V/def2-TZVPD) on a 2-piece molecular cluster, C3H3FIO3 overall.

Gap between HOMO and LUMO (alpha / beta) (Eh): 0.4192 / 0.2446
Largest force on an atom (eV/Å): 3.9
Molecular weight (g mol⁻¹): 232.96
Charge: 0
Multiplicity: 2
HOMO energy (alpha / beta) (eV): -10.90 / -10.57
Total energy (Eh): -739.36886

Geometry as XYZ:
```
11
Properties=species:S:1:pos:R:3:forces:R:3:lowdin_spin:R:1
I -2.517472 1.397122 2.301611 -0.09 0.06 0.02 0.991
C 0.367538 -0.506648 0.654531 0.90 1.32 1.13 0.003
C 0.674038 0.731462 -0.178879 -0.68 -1.47 0.44 0.000
O -0.028822 0.465012 -1.386649 0.94 2.24 0.82 0.000
C -0.600402 -0.746388 -1.345319 -0.76 0.10 -3.77 0.000
O -1.158162 -1.183798 -2.330839 0.60 0.12 2.25 0.000
O -0.376122 -1.290978 -0.191569 -1.51 -2.75 1.15 0.002
F 1.995608 0.669292 -0.367089 1.61 0.79 -1.03 0.000
H -0.099372 -0.186508 1.585981 -0.65 -0.60 -0.14 0.003
H 1.297558 -1.010618 0.917551 -0.03 -0.02 -0.14 0.000
H 0.445608 1.662052 0.340671 -0.34 0.21 -0.74 0.000
```
Positions in Å, forces in eV/Å.